35
Properties=species:S:1:pos:R:3:forces:R:3 method="wB97M-V/def2-TZVPD" e_lumo_ev=-0.25 smiles=CCCCSc1nc2c(c(C(F)(F)F)c1C#N)CCC2 e_homo_ha=-0.318
S 1.313 -1.261 1.435 0.42 -0.30 -0.09
F -3.631 2.531 2.741 0.02 0.04 -0.32
F -1.926 2.251 4.007 0.20 -0.06 -0.11
F -3.346 0.650 3.734 0.12 -0.17 -0.13
N -0.291 0.122 -0.133 0.12 -0.07 -0.18
N -0.214 -0.450 4.588 0.12 -0.13 0.36
C -1.726 1.368 -1.731 -0.06 0.04 -0.20
C 4.104 -1.549 -2.461 -0.08 -0.23 0.03
C -3.228 2.277 -0.020 -0.26 0.20 0.00
C 1.899 -1.532 -0.277 -0.14 0.14 0.38
C 3.150 -2.395 -0.254 -0.12 -0.11 -0.02
C -2.168 1.432 0.612 0.23 -0.23 0.19
C -1.318 0.903 -0.372 -0.38 0.17 0.47
C -3.148 1.902 -1.511 0.03 0.03 -0.06
C -0.486 -0.116 3.526 0.15 -0.17 0.39
C -2.696 1.637 3.096 -0.46 0.29 0.52
C -1.892 1.120 1.931 0.22 -0.15 -0.14
C -0.808 0.271 2.208 -0.20 0.28 -1.06
C -0.034 -0.206 1.129 -0.16 0.12 0.20
C 3.625 -2.757 -1.663 0.07 0.17 0.14
H 2.085 -0.549 -0.703 -0.03 -0.08 -0.10
H -2.996 3.333 0.137 -0.07 0.02 0.00
H -1.673 0.569 -2.469 0.06 0.00 -0.02
H -3.869 1.112 -1.725 -0.01 0.01 -0.01
H 3.945 -1.868 0.277 0.06 -0.03 0.06
H 4.877 -1.015 -1.914 0.09 0.11 0.03
H -3.374 2.749 -2.155 -0.07 -0.03 -0.03
H -1.045 2.161 -2.051 0.04 0.01 -0.04
H 2.935 -3.314 0.297 0.06 -0.01 0.06
H 1.089 -2.015 -0.821 0.06 0.05 -0.10
H -4.218 2.094 0.396 0.03 0.08 -0.01
H 3.286 -0.863 -2.664 -0.04 0.13 -0.05
H 4.446 -3.471 -1.573 -0.05 -0.07 -0.03
H 4.519 -1.870 -3.413 0.04 0.06 -0.11
H 2.814 -3.251 -2.202 0.01 -0.10 0.00

15
Properties=species:S:1:pos:R:3:forces:R:3 method="wB97M-V/def2-TZVPD" relative_energy_kcal_mol=86.7 e_lumo_ev=0.13 e_homo_ha=-0.338
O -1.173 1.972 -0.814 0.66 -1.67 0.53
N 2.524 -0.771 -0.836 -1.49 -0.16 -0.60
N 0.683 -0.014 0.417 0.39 0.72 1.60
C -1.106 0.753 -0.742 0.16 -0.01 -3.46
C -2.230 -0.096 -0.211 0.25 -0.10 0.75
C 1.244 0.434 1.478 -0.55 -0.75 -1.05
C 1.324 -0.948 -0.414 2.37 -0.40 1.71
H 0.767 1.266 2.009 0.09 -0.35 -0.08
H -2.114 -0.189 0.872 -0.20 -0.06 -0.02
H 0.867 -1.946 -0.443 -0.11 0.47 -0.44
H -3.186 0.384 -0.422 0.12 0.00 -0.01
H -0.354 0.067 -1.447 -1.80 2.09 0.99
H 2.788 0.205 -0.678 0.15 -0.15 0.15
H 2.158 -0.022 1.878 0.00 0.31 -0.12
H -2.191 -1.095 -0.648 -0.05 0.07 0.03

13
Properties=species:S:1:pos:R:3:forces:R:3 method="wB97M-V/def2-TZVPD" relative_energy_kcal_mol=142.5 e_lumo_ev=0.57 e_homo_ha=-0.323
S 1.990 -0.697 0.227 -0.75 -0.30 -0.88
S -1.272 -0.365 -0.765 -0.46 1.52 3.10
C -0.172 1.144 -0.060 -2.68 2.57 0.58
C 1.469 1.046 0.002 0.61 1.98 0.16
C -2.479 -0.151 0.896 -0.68 -4.80 -0.38
H 0.981 -1.411 -0.462 1.02 1.08 0.61
H -3.628 -0.824 1.005 3.67 2.41 -1.06
H -0.565 1.437 1.120 1.14 -1.22 -3.49
H -2.517 0.893 0.922 -0.70 1.30 0.35
H 2.102 1.777 -1.110 -2.00 -2.43 3.65
H 1.931 1.455 1.192 -1.61 -0.55 -4.12
H -0.847 2.066 -0.806 3.09 -2.44 2.36
H -1.846 -0.625 1.703 -0.66 0.89 -0.88

43
Properties=species:S:1:pos:R:3:forces:R:3 method="wB97M-V/def2-TZVPD" relative_energy_kcal_mol=153.9 e_lumo_ev=0.64 smiles="O=C([C@H](CO)NC(=O)[C@H]1C[C@@]2(C1)C[C@]21CC1)N1CCCO1" e_homo_ha=-0.331
O -1.806 0.540 1.223 0.00 -0.01 0.00
O -0.035 -1.875 -3.967 0.00 -0.02 0.00
O -1.047 2.473 -2.556 0.00 0.00 0.00
O 1.300 -0.359 -2.384 0.01 0.06 -0.04
N -0.739 -0.731 -3.441 0.48 -0.07 -0.34
N -0.035 -0.005 -0.063 -0.02 -0.03 -0.03
C -0.415 -2.039 -5.337 0.00 -0.01 0.01
C -0.627 0.502 -1.284 0.03 0.34 -0.17
C -1.709 -1.163 6.331 0.35 -0.60 0.31
C -0.386 -1.507 4.183 -0.21 -0.69 -0.32
C -0.700 0.036 1.120 -0.03 -0.01 0.03
C -0.582 -1.988 2.744 -0.10 0.17 -0.03
C 0.115 -0.169 -2.441 -0.18 -0.47 0.40
C -0.479 2.020 -1.334 0.01 -0.03 0.00
C -1.075 -2.120 5.350 0.14 2.59 -0.07
C -0.872 0.144 -4.629 -0.33 0.15 0.19
C -1.319 -0.859 -5.670 0.01 0.01 0.01
C -2.564 -2.101 5.546 0.17 -0.93 -0.51
C 0.421 -2.278 5.169 -0.37 -0.75 0.60
C -0.294 -0.067 3.692 0.19 0.05 0.04
C 0.001 -0.623 2.280 0.05 -0.01 0.03
H -1.589 0.934 -4.425 0.01 -0.01 0.01
H -2.366 -1.114 -5.511 -0.01 0.01 -0.03
H 0.100 0.582 -4.880 0.00 0.01 -0.04
H 0.864 -3.240 4.935 0.01 0.08 -0.31
H -1.186 -0.499 -6.689 0.00 0.00 0.00
H -0.997 2.438 -0.469 0.00 0.00 0.00
H -1.575 -1.455 7.367 0.00 0.20 0.05
H 0.446 0.605 4.127 0.01 -0.03 0.04
H 0.884 -0.411 -0.132 0.02 0.03 0.02
H -0.914 -3.001 -5.455 0.00 0.00 0.01
H -1.681 0.235 -1.315 -0.01 0.04 0.00
H 0.972 -1.702 5.903 0.10 -0.10 0.03
H 1.075 -0.707 2.108 -0.01 0.02 -0.03
H -1.279 0.409 3.696 0.02 0.02 0.02
H -1.664 -0.098 6.138 -0.29 0.01 -0.10
H 0.586 2.268 -1.277 0.00 0.00 0.00
H -1.647 -2.033 2.498 0.01 -0.07 -0.03
H -3.086 -2.927 6.013 0.00 0.13 0.23
H -0.084 -2.898 2.412 0.04 0.02 0.01
H -1.077 3.433 -2.547 0.00 0.01 -0.01
H -3.076 -1.691 4.683 -0.11 -0.08 0.02
H 0.500 -2.033 -5.933 -0.01 -0.01 -0.01

70
Properties=species:S:1:pos:R:3:forces:R:3 method="wB97M-V/def2-TZVPD" relative_energy_kcal_mol=26.6 spin_multiplicity=2 e_lumo_ev="2.81 / 2.81" total_charge=-1 e_homo_ha="-0.099 / -0.103" s_squared=1.1124
Ge -0.923 0.865 -1.695 -0.03 -0.25 0.37
Ti 0.934 0.389 0.954 -0.05 0.15 -0.48
F 3.720 1.106 2.260 0.12 0.02 0.12
F 4.016 0.702 0.177 0.17 0.07 0.01
F 3.023 2.543 0.780 0.12 0.06 0.07
O -1.847 -0.687 -1.143 0.04 0.09 -0.37
O 0.368 -0.093 3.849 -0.16 0.14 -0.02
O -0.743 1.420 0.137 -0.09 0.09 -0.02
O 0.839 0.191 -1.355 0.00 0.09 -0.23
C -2.853 2.610 -0.135 -0.15 0.07 0.02
C 2.962 -2.452 0.914 -0.02 0.09 0.11
C 0.819 0.872 2.888 0.00 -0.13 0.39
C -2.826 -1.303 -1.968 0.16 0.14 0.36
C -4.056 -0.401 -2.083 -0.08 -0.04 -0.07
C 2.873 -0.707 -2.244 0.04 0.06 -0.06
C 1.137 -3.401 -0.349 0.06 0.02 0.01
C -2.280 -1.622 -3.355 -0.05 -0.11 -0.15
C 1.134 -0.223 5.020 0.09 -0.08 0.09
C -1.283 3.180 1.702 0.01 0.07 0.02
C 1.267 2.142 3.558 0.15 0.17 -0.10
C 2.518 -3.267 -0.099 -0.01 -0.05 -0.08
C 3.042 1.165 1.064 -0.08 0.03 -0.22
C 2.353 1.758 -2.416 0.04 0.10 -0.06
C 0.672 -1.876 1.464 -0.14 -0.23 0.36
C 2.050 -1.759 1.729 0.12 -0.13 -0.06
C -3.219 -2.607 -1.275 -0.08 -0.01 -0.04
C 1.786 0.342 -2.440 -0.02 -0.22 0.24
C 1.145 0.071 -3.804 0.03 0.00 -0.10
C 0.233 -2.721 0.421 -0.06 0.09 -0.06
C -2.494 0.968 1.717 -0.15 0.15 0.10
C -1.836 2.034 0.846 0.09 -0.12 0.05
H 1.101 0.669 5.655 -0.03 0.00 -0.02
H -2.403 3.377 -0.768 0.04 0.01 -0.02
H 0.488 2.584 4.198 -0.04 -0.05 0.03
H -3.664 3.071 0.435 0.01 0.01 -0.02
H 2.833 1.991 -3.370 0.08 -0.02 0.02
H 2.188 -0.433 4.791 -0.02 0.02 0.01
H 2.167 2.022 4.175 -0.03 -0.04 0.00
H 0.476 0.865 -4.136 -0.02 0.03 0.05
H -2.379 -3.301 -1.266 0.06 -0.01 0.01
H -1.987 4.016 1.737 -0.03 -0.04 0.03
H -2.025 -0.716 -3.906 0.02 0.05 0.04
H 2.395 -1.222 2.601 0.00 -0.03 -0.03
H -3.025 -2.171 -3.938 0.01 -0.01 -0.03
H -3.810 0.519 -2.618 0.03 0.02 -0.01
H 0.723 -1.062 5.585 0.01 -0.01 -0.03
H -0.347 3.547 1.279 -0.04 -0.01 -0.05
H 3.077 1.884 -1.615 -0.02 0.00 0.02
H 3.268 -0.675 -1.235 -0.03 -0.01 -0.02
H 1.947 -0.020 -4.542 -0.03 0.02 -0.03
H 0.598 -0.871 -3.791 -0.07 -0.06 0.04
H -1.387 -2.242 -3.270 0.04 0.01 0.03
H 1.528 2.885 2.802 -0.03 -0.01 0.01
H -0.828 -2.794 0.231 0.00 -0.04 -0.01
H -3.299 1.413 2.312 0.00 -0.02 -0.03
H -2.904 0.172 1.095 0.02 -0.03 -0.04
H 3.695 -0.530 -2.944 -0.01 0.01 -0.01
H -4.868 -0.901 -2.619 0.00 -0.01 -0.02
H 3.227 -3.800 -0.720 0.02 0.00 0.02
H -0.027 -1.533 2.222 -0.05 0.00 -0.08
H 4.022 -2.346 1.115 0.00 -0.02 -0.05
H -4.054 -3.091 -1.789 -0.02 -0.01 -0.02
H -1.754 0.551 2.403 0.01 0.01 -0.03
H 0.791 -4.042 -1.151 0.01 0.00 -0.02
H -3.513 -2.407 -0.244 -0.01 0.03 0.04
H -4.414 -0.134 -1.088 -0.01 -0.02 0.03
H -3.296 1.845 -0.772 0.04 -0.02 0.00
H 2.464 -1.700 -2.434 -0.02 -0.03 0.01
H 1.547 2.480 -2.263 -0.03 -0.02 -0.05
H -1.082 2.858 2.720 0.04 -0.04 0.00

104
Properties=species:S:1:pos:R:3:forces:R:3 method="wB97M-V/def2-TZVPD" relative_energy_kcal_mol=28.0 e_lumo_ev=2.20 total_charge=-1 e_homo_ha=-0.135
As -0.229 -3.058 0.972 -0.66 -0.35 -0.30
K 0.739 -0.240 -0.156 -1.03 -1.77 0.19
Cl 6.069 3.442 2.295 0.07 0.01 0.04
Cl 2.998 3.450 -2.122 -0.01 0.08 -0.10
Cl 3.266 -1.592 0.426 0.74 0.20 0.23
P -0.479 -0.425 -3.245 -0.42 -0.06 -0.65
O 1.114 1.901 -0.458 0.35 1.97 -0.26
N 1.550 0.947 2.046 0.01 0.09 0.50
C 0.161 -4.988 0.831 0.12 -0.14 -0.01
C -3.497 -3.306 3.585 0.09 0.04 0.12
C -2.397 1.462 -4.345 0.00 0.03 0.00
C 2.896 0.798 4.013 0.18 0.12 0.00
C -1.631 1.907 1.950 0.01 0.04 0.06
C 1.435 -2.826 3.435 0.16 0.01 -0.14
C -3.834 0.555 0.938 -0.04 0.02 -0.01
C -0.272 -0.332 -6.156 0.01 -0.02 0.08
C -3.243 -3.506 0.826 0.13 -0.05 -0.02
C -3.135 0.029 2.016 -0.01 -0.06 -0.01
C -2.908 2.745 -4.465 -0.08 -0.03 -0.07
C -0.819 -5.959 0.655 -0.03 0.15 -0.07
C 4.390 3.331 0.190 0.02 -0.10 0.25
C 2.061 -2.706 -0.367 -0.13 -0.20 -0.22
C 3.675 2.116 2.158 -0.23 -0.12 -0.07
C 4.604 2.933 1.486 0.12 0.11 -0.16
C -2.662 -2.059 -4.467 0.04 0.04 0.06
C 1.483 -5.405 0.981 0.01 0.07 -0.05
C 1.821 -6.748 0.924 -0.03 -0.03 0.01
C 0.457 -2.808 5.632 0.00 0.01 0.04
C -2.101 -3.357 1.605 -0.12 0.02 0.40
C -0.486 -7.307 0.601 -0.01 -0.05 -0.05
C -3.436 1.757 0.369 -0.02 0.01 -0.05
C -2.237 -3.227 2.994 -0.10 -0.18 -0.28
C 3.225 2.957 -0.469 -0.16 -0.12 0.06
C -1.913 -1.669 -3.190 0.12 0.03 0.08
C -2.291 3.809 -3.820 0.01 0.03 0.03
C -1.161 3.579 -3.053 -0.01 0.08 -0.02
C 0.835 -7.706 0.728 -0.01 -0.04 -0.01
C -4.497 -3.586 1.414 -0.05 0.03 -0.01
C 1.579 -2.761 4.814 -0.04 0.00 0.02
C -0.806 -2.940 5.075 -0.05 0.00 -0.02
C -2.028 0.703 2.517 -0.02 0.04 -0.01
C 1.037 -2.073 -4.921 -0.04 0.05 0.03
C 1.656 0.330 -4.723 -0.03 -0.02 0.07
C 0.175 -2.955 2.867 0.08 0.02 0.27
C -1.269 1.211 -3.561 0.04 0.04 0.19
C -1.301 -2.955 -2.616 0.01 0.02 -0.01
C 2.196 2.196 0.123 0.27 0.50 -0.14
C 1.752 0.493 3.258 -0.15 0.01 -0.06
C 0.481 -0.647 -4.865 0.07 0.00 0.20
C -0.661 2.291 -2.917 -0.01 -0.13 -0.03
C 2.479 1.747 1.480 0.34 0.18 0.08
C -2.337 2.435 0.878 0.00 0.00 -0.03
C 3.851 1.609 3.464 -0.06 -0.03 0.03
C -2.890 -1.094 -2.154 0.13 -0.05 -0.10
C -4.621 -3.492 2.797 -0.05 0.00 -0.03
C -0.959 -3.033 3.694 0.17 0.10 0.15
H -3.464 -2.752 -4.191 -0.01 0.00 -0.02
H -0.769 2.429 2.343 0.03 -0.04 -0.07
H 2.856 -7.050 1.028 0.00 0.02 0.03
H -0.491 -3.330 -3.240 -0.04 -0.08 0.05
H -2.364 -0.842 -1.228 -0.08 0.00 0.03
H -0.666 4.396 -2.543 0.01 -0.02 0.01
H -5.379 -3.721 0.799 0.00 -0.01 0.01
H -3.659 -1.833 -1.910 0.01 -0.03 0.00
H -2.009 -2.584 -5.165 -0.02 0.02 -0.02
H -1.678 -2.983 5.718 0.02 -0.01 0.02
H -3.608 -3.220 4.661 0.00 0.01 -0.01
H 4.748 1.867 4.012 0.00 -0.02 0.01
H 2.248 -4.653 1.120 0.04 -0.04 0.01
H -1.265 -8.046 0.457 0.00 0.01 0.00
H -1.127 -0.990 -6.303 0.00 0.04 -0.04
H -3.378 -0.191 -2.517 -0.06 0.02 0.03
H -3.977 2.161 -0.478 0.01 0.00 -0.01
H -0.901 -2.788 -1.616 0.05 0.00 0.01
H 2.674 -3.461 -0.872 -0.01 -0.02 0.06
H 2.564 -2.659 5.252 0.01 -0.01 -0.03
H -4.690 0.023 0.539 0.01 -0.02 0.01
H -1.476 0.294 3.356 0.00 -0.04 -0.02
H -3.147 -3.587 -0.251 -0.04 0.03 -0.04
H -3.121 -1.219 -4.982 0.00 -0.02 -0.03
H 1.783 -2.146 -5.717 0.01 0.02 0.00
H 1.519 -2.343 -3.977 0.03 -0.04 -0.03
H -3.450 -0.908 2.455 0.01 0.01 -0.01
H -5.599 -3.563 3.256 0.01 0.03 0.01
H 3.019 0.387 5.006 -0.04 -0.01 0.00
H -2.063 -3.738 -2.552 -0.04 0.01 0.02
H 0.982 -0.153 3.667 0.03 0.00 0.02
H -2.891 0.658 -4.870 -0.01 0.00 0.00
H 2.327 0.243 -5.582 -0.03 -0.03 -0.02
H -0.620 0.701 -6.168 -0.01 0.00 -0.03
H 1.639 -2.083 -1.178 0.21 -0.46 -0.11
H 1.307 1.363 -4.666 0.04 0.02 -0.01
H -2.696 4.810 -3.915 0.00 0.00 0.00
H 0.566 -2.745 6.708 0.00 0.00 -0.01
H -2.024 3.370 0.430 0.04 -0.02 -0.02
H 0.199 2.123 -2.279 0.02 0.07 0.03
H 2.229 0.121 -3.817 0.04 0.03 -0.03
H 0.406 -0.471 -7.004 0.00 0.02 -0.01
H -1.857 -5.668 0.563 -0.02 -0.03 0.00
H 0.253 -2.800 -5.133 0.04 -0.02 -0.01
H 2.307 -2.758 2.793 -0.02 0.03 0.01
H 1.093 -8.757 0.680 0.01 0.01 0.01
H -3.794 2.914 -5.064 0.02 0.00 -0.01
H 5.124 3.935 -0.323 0.01 0.01 0.00